The following is a quantum chemistry calculation of 3 unconnected molecules or ions with the total composition C9H11NO3, from OMol25.

Bonds (Å) are listed after each position.
Cartesian coordinates (Å):
1 C 0.2624 -2.6148 -1.7408  C2 1.421, C3 1.350, H14 1.039
2 C -0.7497 -1.7095 -2.1601  C1 1.421, C4 1.360, H15 1.033
3 C 0.8872 -2.3172 -0.5822  C1 1.350, C5 1.398, H16 1.098
4 C -1.0348 -0.5546 -1.5018  C2 1.360, C6 1.415, H17 1.048
5 C 0.4905 -1.2451 0.2229  C3 1.398, C6 1.431, H18 1.079
6 C -0.4176 -0.2527 -0.2649  C4 1.415, C5 1.431, N10 1.378
7 C -4.7249 1.2580 0.6479  O11 1.131, O12 1.133
8 C -1.4548 0.0789 2.6135  C9 1.562, H19 1.032, H20 1.041, H21 1.134
9 C -1.0019 1.1054 1.5272  C8 1.562, N10 1.228, H23 1.076
10 N -0.6968 0.9493 0.3478  C6 1.378, C9 1.228
11 O -4.7618 0.6026 1.5692  C7 1.131
12 O -4.7266 1.9756 -0.2289  C7 1.133
13 O 0.7394 1.2366 -2.9773  H22 0.920, H24 0.957
14 H 0.6252 -3.3893 -2.3314  C1 1.039
15 H -1.4355 -1.8176 -2.9253  C2 1.033
16 H 1.7101 -2.9368 -0.2021  C3 1.098
17 H -1.6668 0.0653 -2.0628  C4 1.048
18 H 0.9025 -1.2507 1.2200  C5 1.079
19 H -0.9044 -0.7934 2.6304  C8 1.032
20 H -1.3231 0.5575 3.5283  C8 1.041
21 H -2.5861 -0.0021 2.5990  C8 1.134
22 H 0.1889 1.9569 -3.1362  O13 0.920
23 H -0.9550 2.1033 1.9278  C9 1.076
24 H 0.2736 0.4330 -2.7487  O13 0.957

Output
Highest occupied orbital energy: -8.4960 eV
Energy: -629.99216 Eh
LUMO: 0.0167 Eh
Energy relative to the best compared isomer or geometry (same formula, charge and spin): 1.801 eV